1.
80
Properties=species:S:1:pos:R:3:forces:R:3 method="wB97M-V/def2-TZVPD" total_charge=-1 e_above_lowest_kcal_mol=10.9 energy_ev=-143511.7805 multiplicity=5 homo_energy_ha="-0.203 / -0.202"
Rh 0.1030 0.4340 0.3502 -0.1 -0.1 -0.3
O 0.0019 1.9064 4.3053 0.1 0.0 -0.3
C -0.2870 1.2341 3.3348 -0.2 0.2 -0.2
O -0.2119 1.6277 2.0826 0.2 -0.5 0.4
C -0.9033 -0.1522 3.5213 0.1 0.2 -0.2
P -0.4582 -1.2352 2.1253 0.0 -0.3 0.8
C -1.7385 -2.5272 2.2799 -0.1 0.0 -0.3
C -1.6725 -3.5022 3.2764 -0.1 0.0 -0.1
C -2.7259 -4.3908 3.4425 0.0 0.0 0.0
C -3.8454 -4.3126 2.6204 0.1 0.0 0.0
C -3.9125 -3.3439 1.6294 0.0 0.0 0.0
C -2.8610 -2.4531 1.4571 0.1 0.1 -0.1
C 1.0593 -2.0406 2.7000 0.0 -0.1 -0.1
C 1.4030 -3.2969 2.2021 0.0 0.1 0.0
C 2.5800 -3.9050 2.6054 0.0 0.0 0.0
C 3.4245 -3.2578 3.4984 0.0 0.0 0.0
C 3.0995 -1.9969 3.9772 0.0 0.0 -0.1
C 1.9205 -1.3825 3.5766 0.0 0.0 0.0
H -1.9841 -0.0043 3.4895 -0.1 -0.1 0.0
H -0.6301 -0.5829 4.4798 0.0 0.0 0.1
H -0.8011 -3.5622 3.9177 0.0 0.0 0.0
H -2.6732 -5.1442 4.2207 0.0 0.0 -0.1
H -4.6642 -5.0110 2.7521 0.0 0.0 0.0
H -4.7848 -3.2814 0.9898 0.0 0.0 0.0
H -2.9023 -1.6931 0.6817 0.0 0.0 0.0
H 0.7614 -3.7852 1.4778 0.0 0.0 0.0
H 2.8523 -4.8700 2.1955 0.0 0.0 0.0
H 4.3529 -3.7273 3.8019 0.0 0.0 0.0
H 3.7766 -1.4743 4.6421 0.0 0.0 0.0
H 1.6869 -0.3870 3.9380 0.0 0.0 0.0
O 1.0508 -1.9400 -3.0430 -0.1 -0.2 0.2
As 1.9855 -1.9030 -1.4751 -0.2 -0.6 -0.7
O 2.4538 -3.4625 -1.3570 -0.1 0.3 0.2
O 0.6378 -1.3566 -0.5389 0.0 0.7 0.0
C 3.1584 -0.5219 -2.1722 0.1 0.4 0.4
C 3.4601 -0.4574 -3.5265 0.0 0.0 0.1
C 4.3645 0.4972 -3.9722 0.0 0.1 0.1
C 4.9438 1.3993 -3.0825 0.0 0.0 -0.2
C 4.6321 1.3538 -1.7330 -0.1 0.0 0.1
C 3.7477 0.3834 -1.2907 -0.1 -0.1 -0.3
S 3.4673 0.0722 0.4288 -0.2 -0.2 0.3
O 4.6449 0.4606 1.1493 0.0 0.1 0.0
O 3.2034 -1.3757 0.3666 0.0 0.1 0.3
O 2.2592 0.8199 0.8586 0.4 -0.2 -0.2
H 0.8182 -2.8768 -3.1208 0.0 0.1 -0.1
H 2.9982 -1.1627 -4.2036 0.0 0.1 0.0
H 4.6195 0.5408 -5.0241 0.0 0.0 0.0
H 5.6591 2.1286 -3.4460 0.0 0.0 0.0
H 5.0951 2.0221 -1.0154 0.0 -0.1 -0.1
C 1.3304 2.7838 -3.6214 -0.2 0.0 0.0
N 1.0005 3.7466 -2.5850 0.1 -0.1 0.0
C 0.9354 5.1337 -3.0100 0.0 -0.1 0.0
C 1.0900 6.0295 -1.8044 0.0 0.0 0.0
C -0.0231 5.6957 -0.8405 0.0 -0.1 0.0
N -0.0907 4.2614 -0.5919 0.0 0.1 0.1
C -0.8325 3.8927 0.6095 0.1 0.2 -0.2
C 0.4310 3.3286 -1.4200 -0.3 -0.3 0.1
O 0.3696 2.0997 -1.1598 0.3 0.5 0.1
H 2.3033 3.0292 -4.0398 0.1 0.0 -0.1
H 0.5747 2.8000 -4.4130 0.0 0.0 0.0
H 1.3701 1.7900 -3.1954 0.0 -0.1 0.1
H -0.0136 5.3374 -3.5204 0.0 0.0 0.0
H 1.7385 5.2979 -3.7281 0.0 0.0 0.0
H 1.0416 7.0815 -2.0857 0.0 0.0 0.0
H 2.0575 5.8361 -1.3353 0.0 0.0 0.0
H -0.9838 6.0392 -1.2348 -0.1 0.0 0.0
H 0.1376 6.1927 0.1170 0.0 0.0 0.1
H -0.2229 4.0302 1.5042 0.0 0.0 -0.1
H -1.1446 2.8634 0.5651 -0.1 0.0 -0.1
H -1.7280 4.5069 0.6645 -0.1 0.1 0.0
N -1.3520 -0.1403 -2.6268 0.2 0.0 0.1
C -1.9448 0.7523 -1.8131 -0.3 0.0 0.5
O -1.9146 0.5712 -0.5355 0.1 -0.2 -0.4
C -2.6459 1.8379 -2.3955 0.0 0.3 -0.1
C -2.4071 2.1816 -3.7530 -0.2 0.1 0.0
N -2.1882 2.4792 -4.8531 0.0 -0.2 0.3
C -3.4664 2.7051 -1.6232 0.1 0.0 0.0
N -4.1457 3.4358 -1.0365 0.2 -0.2 -0.1
H -0.6774 -0.7921 -2.2498 0.0 -0.1 0.1
H -1.2428 0.0806 -3.6012 -0.1 0.0 -0.1

2.
68
Properties=species:S:1:pos:R:3:forces:R:3 method="wB97M-V/def2-TZVPD" total_charge=-1 energy_ev=-45361.0158 multiplicity=1 homo_energy_ha=-0.227
C 2.8512 -3.1795 1.4504 0.4 0.2 1.0
C 1.7689 -2.3701 2.1591 -0.5 -0.8 -1.1
F 2.3486 -1.3044 2.8634 0.2 0.1 0.0
B 0.5573 -1.8880 1.1439 0.6 0.4 0.9
C 0.5318 -0.2938 0.8567 0.4 0.1 -0.4
C 1.7926 0.1915 0.1376 0.1 -0.2 0.2
F 2.6696 0.8455 1.0319 0.0 0.0 -0.1
O 0.7700 -2.5777 -0.2390 -0.5 0.0 0.3
C -0.2747 -3.0595 -0.7617 -0.2 -0.9 -0.6
N -1.1514 -3.6053 -1.3024 0.3 0.5 0.5
O -0.7478 -2.4450 1.6595 0.0 0.4 -0.3
C -1.5156 -1.6461 2.3765 -0.4 0.2 0.3
O -1.2097 -1.1587 3.4440 0.1 0.0 -0.2
C -2.8710 -1.3893 1.7740 0.6 -0.6 0.1
C -3.4870 -2.4351 1.1062 -0.1 -0.2 -0.1
C -4.7164 -2.2497 0.5061 0.2 -0.2 0.0
C -5.3200 -1.0061 0.5722 -0.4 -0.4 -0.2
C -4.7073 0.0208 1.2568 -0.2 0.7 0.0
C -3.4788 -0.1546 1.8638 0.0 0.0 0.1
H 3.3129 -2.6416 0.6247 -0.1 0.0 -0.1
H 3.6311 -3.4255 2.1817 0.1 0.1 -0.1
H 2.4494 -4.1346 1.1183 -0.1 0.1 -0.3
H 1.3151 -3.0357 2.8996 0.0 0.2 0.2
H 0.4802 0.3120 1.7608 -0.2 -0.1 0.1
H -0.3046 -0.0001 0.2092 -0.2 -0.2 0.2
H 1.5701 0.9175 -0.6441 0.0 0.0 0.0
H 2.3750 -0.6194 -0.3000 0.0 0.0 -0.1
H -2.9933 -3.3935 1.0543 0.1 0.0 -0.1
H -5.1533 -3.0807 -0.0302 -0.2 0.1 0.0
H -6.2742 -0.8594 0.0831 0.0 0.1 0.0
H -5.1893 0.9899 1.3028 0.0 0.0 0.0
H -2.9899 0.6560 2.3858 0.0 0.0 0.1
C 1.4038 3.7332 -1.0995 0.0 0.0 0.0
C 2.7406 3.5183 -0.7885 0.0 0.0 0.0
C 3.7166 4.3263 -1.3577 0.0 0.0 0.0
C 3.3585 5.3491 -2.2262 0.0 0.0 0.0
C 2.0219 5.5632 -2.5320 0.0 0.0 0.0
C 1.0447 4.7525 -1.9710 0.0 0.0 0.0
H 0.6401 3.1040 -0.6594 0.0 0.0 0.0
H 3.0142 2.7242 -0.1066 0.0 0.0 0.0
H 4.7601 4.1578 -1.1227 0.0 0.0 0.0
H 4.1223 5.9796 -2.6649 0.0 0.0 0.0
H 1.7416 6.3615 -3.2082 0.0 0.0 0.0
H 0.0017 4.9154 -2.2124 0.0 0.0 0.0
C -0.9860 2.5186 4.8344 0.0 0.1 0.0
C -0.0218 1.7785 4.1629 0.0 -0.1 -0.1
C 1.2284 2.3311 3.9158 0.0 0.1 0.0
C 1.5146 3.6200 4.3477 0.0 0.0 0.0
C 0.5508 4.3587 5.0223 0.0 0.0 0.0
C -0.7013 3.8092 5.2628 0.0 0.0 0.0
H -1.9614 2.0869 5.0239 0.0 0.0 0.0
H -0.2450 0.7724 3.8299 0.0 0.0 0.1
H 1.9759 1.7549 3.3848 0.0 0.0 0.0
H 2.4907 4.0494 4.1573 0.0 0.0 0.0
H 0.7756 5.3636 5.3598 0.0 0.0 0.0
H -1.4553 4.3866 5.7846 0.0 0.0 0.0
C -1.6837 -4.2255 -6.5056 0.0 0.0 0.0
C -0.5600 -3.7753 -7.1859 0.0 0.0 0.0
C 0.4695 -3.1576 -6.4891 0.0 0.0 0.0
C 0.3777 -2.9978 -5.1119 0.0 0.0 -0.1
C -0.7441 -3.4501 -4.4280 0.0 0.1 0.2
C -1.7753 -4.0607 -5.1292 0.0 0.0 -0.1
H -2.4890 -4.7055 -7.0491 0.0 0.0 0.0
H -0.4870 -3.9055 -8.2590 0.0 0.0 0.0
H 1.3443 -2.8007 -7.0195 0.0 0.0 0.0
H 1.1831 -2.5195 -4.5682 0.0 0.0 0.0
H -0.8186 -3.3289 -3.3485 0.0 -0.1 -0.3
H -2.6520 -4.4097 -4.5980 0.0 0.0 0.0

We obtain max |F| values of 0.0181 0.0289 Eh/bohr for the records listed above, in that order.